Below is C30H44BrClN2P2Pd as an isolated structure in a non-equilibrium geometry, with properties calculated with ωB97M-V/def2-TZVPD.

Properties
E_tot	-139378.830	eV
energy relative to the best compared isomer or geometry (same formula, charge and spin)	339.3	kJ/mol
max |F|	0.0864	Eh/bohr
<S²>	6.077

Geometry as ORCA input:
```
! RIJCOSX wB97M-V def2-TZVPD def2/J DEFGRID3
* xyz 4 5
N -5.7886 4.3053 -4.0918
C -5.6581 4.6695 -2.8197
C -4.9151 3.9017 -1.9225
C -4.2314 2.7341 -2.3347
C -4.4154 2.3842 -3.7025
C -5.2048 3.2024 -4.5298
C -3.3096 2.1289 -1.3355
Pd -0.1675 0.4203 0.3067
P 4.2153 -0.7196 0.7617
C -2.3883 1.1213 -1.5357
C -0.9323 1.3737 -1.3917
C -0.0865 1.2444 -2.5463
C 0.9169 2.1699 -2.7668
C 1.1117 3.2014 -1.7987
C 0.4759 3.2409 -0.5603
C -0.5851 2.2841 -0.2892
Br 2.4264 4.3987 -2.0659
H -3.2955 2.6575 -0.3605
H -2.6675 0.1745 -2.0307
H -4.8341 4.2825 -0.9161
H -3.9661 1.5224 -4.1849
H -6.1708 5.5850 -2.5173
H -5.3650 2.9556 -5.5819
H -0.3539 0.4615 -3.2730
H -1.3284 2.6270 0.4219
H 1.4548 2.2245 -3.7304
H 0.7662 3.9635 0.2150
P -0.8483 -1.9944 0.2066
C 4.6712 1.0411 0.7585
C 6.0767 1.2570 0.1510
H 4.6520 1.3821 1.8065
H 3.9111 1.6070 0.1987
H 6.3513 2.3206 0.2101
H 6.8454 0.6840 0.6925
H 6.1262 0.9550 -0.9078
C 3.7026 -0.9409 -0.9647
C 4.7330 -1.7718 -1.7472
H 3.5365 0.0498 -1.4194
H 2.7473 -1.4681 -0.9908
H 4.4508 -1.8373 -2.8060
H 5.7332 -1.3259 -1.6850
H 4.7853 -2.7970 -1.3532
C 2.9481 -1.0121 2.0323
C 3.6353 -1.7528 3.2029
H 2.1309 -1.6052 1.5778
H 2.5179 -0.0545 2.3458
H 2.9606 -2.4597 3.7005
H 4.5009 -2.3158 2.8217
H 4.0047 -1.0536 3.9633
C -0.4595 -3.3175 1.4319
C -1.3764 -4.5460 1.4718
H -0.4273 -2.8390 2.4204
H 0.5621 -3.6610 1.2065
H -2.3605 -4.3372 1.9138
H -1.5355 -4.9709 0.4732
H -0.9009 -5.3275 2.0802
C 0.5286 -2.2168 -0.9762
C 0.1939 -2.2929 -2.4475
H 1.1622 -3.0480 -0.6428
H 1.0735 -1.2653 -0.8014
H -0.6383 -2.9746 -2.6320
H -0.0582 -1.3007 -2.8336
H 1.0638 -2.6417 -3.0165
C -2.4373 -2.4808 -0.5297
C -3.6586 -2.2094 0.3796
H -2.3840 -3.5514 -0.7870
H -2.5418 -1.9386 -1.4857
H -4.5687 -2.2225 -0.2404
H -3.8056 -2.9875 1.1406
H -3.6421 -1.2439 0.9032
Cl 0.0645 3.1336 5.1596
C -0.4535 1.6461 4.5224
C -0.9701 0.6261 5.3139
C -1.3317 -0.5780 4.7235
C -1.3018 -0.6720 3.3221
N -0.6509 0.2540 2.5857
C -0.3627 1.4452 3.1305
H -1.0497 0.7805 6.3817
H -1.6836 -1.4350 5.3089
H -1.8645 -1.5016 2.8596
H -0.0612 2.2510 2.4499
*
```

Mulliken analysis output, partial charges in e: -0.40 -0.43 -0.47 0.81 -0.30 -0.43 -0.43 -0.13 0.09 -0.98 1.67 -0.71 -0.85 -0.16 -0.74 -1.08 0.03 0.24 0.64 0.37 0.39 0.39 0.39 0.68 1.28 0.57 0.59 1.31 -0.23 -1.21 0.44 0.17 0.39 0.38 0.30 0.88 -1.38 0.42 -0.67 0.42 0.37 0.39 1.06 -1.31 -0.77 0.11 0.39 0.43 0.38 -0.44 -1.47 0.45 0.55 0.30 0.35 0.43 0.05 -1.47 0.83 -0.64 0.40 0.07 0.45 -1.11 -1.29 0.61 0.52 0.40 0.30 0.27 0.07 0.13 -0.28 -0.82 -0.06 0.29 -0.26 0.51 0.51 0.50 0.56